No. 1
One molecule with the formula C17H20N4O4S. Source: the Open Molecules 2025 dataset; level of theory: wB97M-V/def2-TZVPD.

CARTESIAN COORDINATES (ANGSTROEM)
C: -6.62962 3.52301 0.34322
O: -6.89631 2.27933 -0.01700
C: -6.03343 1.20983 -0.10805
C: -4.69863 1.30122 -0.09319
C: -3.87992 0.34457 0.00847
C: -4.35278 -0.99036 -0.12591
C: -3.44058 -1.91638 -0.54880
O: -3.53132 -3.13294 -1.29897
N: -2.20213 -1.87322 0.37736
C: -1.22927 -2.94746 0.31749
C: 0.12085 -2.43711 -0.26315
N: 1.16912 -2.88660 -0.53719
N: 2.15430 -1.75397 -1.08896
C: 1.36204 -0.69726 -0.83078
S: 1.81699 0.94608 -1.15507
C: 3.56086 0.56335 -1.97680
C: 4.65514 1.21627 -1.16425
O: 5.32728 2.22202 -2.14737
N: 5.11088 0.77709 -0.10935
C: 4.42938 -0.51070 0.65235
C: 5.29677 -0.26240 1.89871
C: 6.64255 0.12040 1.58499
C: 6.20318 1.40284 0.53437
O: 0.08456 -0.93012 -0.58756
C: -5.65111 -1.06842 -0.58378
C: -6.58439 -0.03256 -0.44222
H: -7.45655 4.07948 0.28213
H: -6.27287 3.68521 1.14842
H: -5.88556 3.85131 -0.55099
H: -4.39779 2.33229 0.26767
H: -2.86704 0.60887 0.06663
H: -2.07266 -1.17377 0.79754
H: -0.85771 -3.50017 1.29916
H: -1.64271 -3.59413 -0.28986
H: 3.64552 -0.58981 -1.96539
H: 3.42569 0.91727 -2.97292
H: 4.47626 -1.25390 -0.08766
H: 3.37214 -0.08124 1.14833
H: 4.74051 0.15321 2.82921
H: 5.37549 -1.24553 2.32712
H: 7.16545 -0.71056 0.94191
H: 7.16273 0.44259 2.36316
H: 5.87934 2.16185 1.02454
H: 6.97846 1.61169 -0.13025
H: -6.02188 -1.89256 -0.66211
H: -7.55129 -0.26863 -0.47519

Output
Multiplicity: 1
SMILES: COc1ccc(C(=O)NCc2nnc(SCC(=O)N3CCCC3)o2)cc1
Charge: 0
HOMO: -8.44 eV
ΔE to the lowest compared entry with this formula, charge and spin: 1513.8 kJ/mol
Calculated total energy: -1577.428288 Ha



No. 2
One molecule with the formula C17H20N4S. Source: the Open Molecules 2025 dataset; level of theory: wB97M-V/def2-TZVPD.

CARTESIAN COORDINATES (ANGSTROEM)
C: -4.37146 -4.84009 -1.36282
N: -3.82017 -3.98561 -0.22819
C: -4.02620 -2.48043 -0.37299
C: -3.37685 -1.53439 0.57701
N: -2.05424 -2.02447 0.96476
C: -1.28875 -1.09779 1.79315
C: -0.53312 0.07582 0.98758
C: 0.13532 1.12146 1.60562
N: 0.82558 1.78878 0.69271
C: 1.68314 2.77214 0.74219
C: 2.28801 2.81123 -0.46654
C: 3.49121 3.61224 -0.74984
C: 4.05306 4.53293 0.22611
C: 5.27528 5.14981 -0.18315
C: 5.96340 4.83284 -1.31106
C: 5.37450 3.99701 -2.23599
C: 4.08726 3.46823 -1.96578
S: 1.60884 1.74180 -1.65633
C: 0.66793 1.10092 -0.42558
N: -0.12026 0.03360 -0.36865
C: -1.95405 -3.36600 1.38853
C: -2.40505 -4.32034 0.14957
H: -3.68710 -5.71632 -1.61652
H: -5.32208 -5.28406 -0.95568
H: -4.40005 -4.14585 -2.22230
H: -5.12060 -2.39346 -0.36080
H: -3.59083 -2.12441 -1.35652
H: -4.04833 -1.37977 1.51356
H: -3.25394 -0.52096 0.14268
H: -1.84308 -0.61668 2.61085
H: -0.44714 -1.64771 2.35596
H: 0.30255 1.29992 2.64221
H: 1.91452 3.40501 1.49460
H: 3.60580 4.60844 1.22729
H: 5.72176 5.87484 0.42770
H: 6.99565 5.26595 -1.47322
H: 5.92353 3.82018 -3.19191
H: 3.54935 2.88190 -2.73466
H: -0.95970 -3.59149 1.73094
H: -2.69735 -3.48654 2.17212
H: -2.49996 -5.40525 0.48177
H: -1.64640 -4.23343 -0.68838

Output
Multiplicity: 1
SMILES: CN1CCN(Cc2cn3cc(-c4ccccc4)sc3n2)CC1
Charge: 0
HOMO: -7.94 eV
ΔE to the lowest compared entry with this formula, charge and spin: 405.1 kJ/mol
Calculated total energy: -1276.880245 Ha



No. 3
One molecule with the formula C17H20N6OS. Source: the Open Molecules 2025 dataset; level of theory: wB97M-V/def2-TZVPD.

CARTESIAN COORDINATES (ANGSTROEM)
O: 3.90260 -1.94368 -1.63542
C: 2.68187 -1.80042 -1.72309
C: 2.05468 -1.35326 -3.04167
C: 2.13594 0.17038 -3.37071
C: 2.95899 -0.79814 -4.18813
N: 1.93018 -1.96922 -0.58049
C: 2.43730 -2.00946 0.78119
C: 1.46231 -2.94134 1.45290
C: 0.21858 -2.83315 0.66610
C: 0.50728 -1.80553 -0.47375
C: 0.20195 -0.34854 -0.02862
N: 1.04705 0.13234 1.10758
C: 0.63725 1.24770 1.87422
C: 1.43256 1.79603 2.84444
C: 0.97815 2.97502 3.42277
N: -0.15074 3.56685 3.07335
C: -0.88775 2.93897 2.19760
N: -2.15783 3.39211 1.88325
C: -2.81657 4.53267 2.41256
C: -2.37087 5.62820 3.26382
N: -3.33754 6.45653 3.61329
S: -4.86889 6.08419 2.97996
C: -4.18848 4.66123 2.24075
N: -0.49746 1.84476 1.53199
C: 2.40153 -0.55167 1.25230
H: 1.13508 -1.91458 -3.30372
H: 2.65875 0.78435 -2.59724
H: 1.28339 0.64080 -3.87745
H: 2.65356 -1.10757 -5.19851
H: 4.02237 -0.87996 -4.10192
H: 3.46438 -2.35180 0.87710
H: 1.28138 -2.61111 2.47038
H: 1.80644 -3.97432 1.41997
H: -0.02037 -3.83088 0.20811
H: -0.61540 -2.53459 1.32951
H: -0.03440 -2.06413 -1.38996
H: 0.36183 0.33966 -0.84819
H: -0.86739 -0.31129 0.24330
H: 2.35240 1.34346 3.18573
H: 1.56927 3.38166 4.24672
H: -2.64515 2.71936 1.30461
H: -1.38584 5.72376 3.70490
H: -4.78599 3.91479 1.69027
H: 2.76155 -0.52573 2.31209
H: 3.10500 -0.00150 0.58111

Output
Multiplicity: 1
SMILES: O=C(C1CC1)N1[C@@H]2CC[C@H]1CN(c1ccnc(Nc3cnsc3)n1)C2
Charge: 0
HOMO: -8.09 eV
ΔE to the lowest compared entry with this formula, charge and spin: 128.7 kJ/mol
Calculated total energy: -1461.738294 Ha



| no. | LUMO (eV) |
| --- | --- |
| 1 | -0.5 |
| 2 | 0.3 |
| 3 | 0.6 |